# 1
Here is a 9-piece molecular cluster, C34H94N8O9 overall in a non-equilibrium geometry from the OMol25 dataset. Energies are from ωB97M-V/def2-TZVPD.

The geometry in XYZ format:
```
145
Properties=species:S:1:pos:R:3:mulliken_charge:R:1
C -4.369 -0.783 1.310 0.13
O -4.724 0.450 1.904 -0.30
C -4.238 0.584 3.211 -1.18
C -2.724 0.749 3.296 1.60
C -2.211 0.991 4.706 -2.24
N -2.229 1.876 2.452 -0.44
H -4.768 -1.614 1.908 0.42
H -3.304 -0.931 1.124 0.05
H -4.910 -0.818 0.363 -0.27
H -4.777 1.386 3.720 0.26
H -4.468 -0.315 3.817 0.39
H -2.211 -0.132 2.902 -0.53
H -2.402 1.987 5.100 0.33
H -1.130 0.828 4.688 0.53
H -2.560 0.220 5.401 0.38
H -2.742 1.838 1.573 0.02
H -2.584 2.731 2.879 0.30
C 2.287 3.266 -1.610 -0.29
O 2.426 4.589 -2.037 -0.32
C 2.928 5.424 -1.025 -0.66
C 2.817 6.861 -1.455 0.37
C 3.696 7.089 -2.690 -1.34
N 3.114 7.757 -0.343 -0.71
H 1.917 2.647 -2.431 -0.08
H 1.441 3.158 -0.909 0.27
H 3.227 2.883 -1.206 0.31
H 2.373 5.250 -0.090 0.35
H 3.983 5.191 -0.790 0.29
H 1.800 7.028 -1.822 0.27
H 3.833 8.142 -2.944 0.39
H 3.275 6.579 -3.560 0.34
H 4.704 6.670 -2.581 0.27
H 4.114 7.702 -0.157 0.26
H 2.969 8.721 -0.619 0.29
C 4.056 2.183 1.728 -0.55
O 3.685 1.390 2.839 -0.50
C 2.368 1.655 3.274 -1.05
C 1.774 0.417 3.893 2.55
C 0.375 0.652 4.437 -1.23
N 2.607 -0.264 4.921 -0.45
H 4.117 3.246 1.969 0.40
H 3.271 2.091 0.963 -0.09
H 4.947 1.771 1.264 0.36
H 2.316 2.529 3.941 0.37
H 1.729 1.935 2.422 0.42
H 1.671 -0.383 3.148 -1.29
H -0.218 1.212 3.701 0.61
H 0.331 1.254 5.348 0.47
H -0.160 -0.283 4.590 -0.19
H 3.534 -0.373 4.509 0.37
H 2.772 0.410 5.671 0.32
C 2.530 -4.620 1.525 -0.33
O 3.163 -4.070 0.405 -0.32
C 4.223 -3.191 0.754 -1.26
C 3.743 -1.803 1.143 3.00
C 3.371 -1.023 -0.101 -1.03
N 4.770 -1.120 1.938 -0.79
H 1.716 -5.288 1.248 0.28
H 2.119 -3.844 2.186 -0.04
H 3.220 -5.204 2.151 0.40
H 4.889 -3.625 1.509 0.41
H 4.814 -3.134 -0.166 0.34
H 2.899 -1.882 1.834 -1.62
H 2.931 -0.043 0.119 -0.06
H 2.545 -1.489 -0.655 0.34
H 4.205 -0.901 -0.794 0.48
H 4.368 -0.245 2.276 0.13
H 5.575 -0.889 1.363 0.31
C -2.249 -2.652 -2.431 -0.47
O -1.594 -2.633 -3.679 -0.12
C -2.285 -3.348 -4.687 -0.63
C -1.413 -3.405 -5.927 0.19
C -0.045 -4.005 -5.650 -1.35
N -1.198 -2.039 -6.509 -0.45
H -2.598 -1.657 -2.131 -0.09
H -1.522 -2.958 -1.673 0.14
H -3.109 -3.316 -2.302 0.52
H -2.432 -4.397 -4.384 0.44
H -3.246 -2.865 -4.895 0.07
H -1.937 -3.882 -6.757 0.56
H 0.698 -3.235 -5.443 0.24
H 0.338 -4.498 -6.546 0.35
H -0.064 -4.708 -4.818 0.34
H -2.119 -1.600 -6.588 0.32
H -0.824 -1.448 -5.766 -0.15
C -5.440 -1.381 -2.918 -0.56
O -4.703 -0.208 -2.584 0.02
C -5.486 0.892 -2.189 -1.05
C -4.559 2.064 -2.004 0.47
C -3.315 1.707 -1.209 0.10
N -5.278 3.143 -1.358 -0.67
H -5.508 -1.892 -1.949 0.32
H -4.827 -1.970 -3.596 -0.16
H -6.432 -1.249 -3.351 0.37
H -6.248 1.160 -2.939 0.49
H -6.043 0.617 -1.281 0.34
H -4.174 2.346 -2.999 0.15
H -2.693 2.598 -1.100 0.83
H -2.734 0.980 -1.770 -0.77
H -3.611 1.287 -0.249 -0.29
H -4.744 3.970 -1.127 0.24
H -6.053 3.495 -1.910 0.24
C -1.208 0.871 -3.791 -0.32
O -0.836 1.376 -5.049 -0.43
C 0.480 1.034 -5.418 -0.05
C 0.799 1.565 -6.784 0.49
C -0.276 1.117 -7.782 -1.25
N 2.111 1.004 -7.148 -0.78
H -2.281 0.661 -3.775 0.01
H -1.013 1.609 -3.000 0.34
H -0.700 -0.064 -3.530 0.34
H 1.187 1.488 -4.700 -0.13
H 0.664 -0.045 -5.316 0.01
H 0.872 2.649 -6.702 0.35
H -0.260 0.031 -7.892 0.24
H -0.132 1.548 -8.774 0.41
H -1.256 1.402 -7.393 0.26
H 2.369 1.363 -8.060 0.27
H 1.995 0.002 -7.265 0.27
C 0.145 -3.412 4.159 -0.23
O 0.903 -4.032 5.162 -0.37
C 1.305 -3.203 6.213 -0.36
C 1.388 -3.960 7.527 0.36
C 0.036 -4.364 8.104 -1.37
N 2.111 -3.212 8.557 -0.75
H -0.451 -2.568 4.519 0.28
H -0.527 -4.180 3.770 0.35
H 0.779 -3.054 3.337 -0.31
H 2.274 -2.710 6.039 0.13
H 0.624 -2.339 6.318 0.11
H 1.970 -4.864 7.319 0.37
H 0.169 -5.172 8.824 0.33
H -0.650 -4.665 7.313 0.32
H -0.368 -3.536 8.692 0.34
H 3.094 -3.120 8.314 0.28
H 1.798 -2.243 8.578 0.27
C -0.350 0.043 -0.050 0.65
C -0.364 -1.026 1.013 1.12
O -1.525 -1.826 0.825 -0.79
H -0.385 -0.397 -1.043 -0.17
H 0.524 0.689 0.060 -0.10
H -1.236 0.652 0.150 -0.45
H -0.258 -0.616 2.028 -1.00
H 0.495 -1.718 1.013 0.40
H -1.373 -2.768 0.920 0.27
```

Output
* E_LUMO: 0.0180 Eh
* total energy: -67124.3393 eV
* total charge: 0
* energy above the lowest of the compared OMol25 structures with the same formula, charge and spin: 3.526 eV
* HOMO: -0.3370 Ha
* SMILES: COC[C@H](C)N.COC[C@H](C)N.COC[C@H](C)N.COC[C@H](C)N.COC[C@H](C)N.COC[C@H](C)N.COC[C@H](C)N.COC[C@H](C)N.CCO
* Kohn-Sham gap: 9.660 eV


# 2
Here is a 10-piece molecular cluster, C34H96N12O10 overall in a non-equilibrium geometry from the OMol25 dataset. Energies are from ωB97M-V/def2-TZVPD.

The geometry in XYZ format:
```
152
Properties=species:S:1:pos:R:3:mulliken_charge:R:1
C 3.713 -3.243 -0.360 -0.49
O 4.633 -2.959 -1.371 0.02
C 5.955 -2.985 -0.885 -1.05
C 6.850 -2.265 -1.951 1.09
C 8.337 -2.419 -1.601 -1.47
N 6.567 -0.818 -1.959 -0.74
H 2.788 -3.693 -0.737 0.00
H 3.296 -2.323 0.073 -0.04
H 4.007 -3.930 0.438 0.48
H 6.166 -2.487 0.067 0.39
H 6.359 -3.986 -0.696 0.34
H 6.617 -2.616 -2.960 -0.09
H 8.495 -3.505 -1.583 0.36
H 8.727 -2.110 -0.628 0.33
H 9.084 -2.001 -2.278 0.36
H 7.072 -0.382 -2.722 0.30
H 5.589 -0.754 -2.240 0.14
C 3.107 1.752 -0.308 -0.24
O 3.784 1.991 0.919 -0.45
C 3.480 1.077 1.950 -1.07
C 2.176 1.272 2.674 2.38
C 1.973 2.655 3.325 -1.94
N 1.849 0.272 3.708 -0.59
H 2.041 2.002 -0.279 0.18
H 3.302 0.725 -0.623 0.04
H 3.460 2.486 -1.032 0.30
H 3.657 0.037 1.643 0.24
H 4.349 1.255 2.597 0.31
H 1.353 1.147 1.957 -0.92
H 2.837 2.923 3.936 0.43
H 0.997 2.750 3.799 0.57
H 1.935 3.415 2.540 0.26
H 2.686 -0.308 3.785 0.22
H 1.843 0.811 4.566 0.31
C 0.750 -2.145 -2.615 -0.58
O 1.953 -2.386 -3.353 0.49
C 1.818 -3.499 -4.234 -1.41
C 3.173 -4.180 -4.314 1.41
C 4.273 -3.410 -5.154 -0.97
N 3.027 -5.562 -4.837 -0.84
H 0.361 -3.047 -2.140 0.39
H 0.022 -1.865 -3.386 0.27
H 0.977 -1.401 -1.857 -0.16
H 1.027 -4.173 -3.900 0.47
H 1.516 -3.115 -5.217 0.29
H 3.563 -4.343 -3.310 -0.36
H 5.281 -3.745 -4.894 0.28
H 4.231 -2.326 -5.090 -0.02
H 4.252 -3.787 -6.182 0.38
H 2.989 -5.428 -5.846 0.33
H 3.940 -5.985 -4.698 0.30
C -8.278 4.439 0.854 -0.78
O -6.965 3.971 0.806 -0.30
C -6.693 2.894 1.689 -1.11
C -5.326 2.217 1.496 1.11
C -4.709 2.029 0.111 -1.17
N -5.306 0.965 2.198 -0.29
H -8.981 3.642 0.590 0.33
H -8.361 5.214 0.090 0.25
H -8.582 4.928 1.787 0.29
H -6.745 3.308 2.703 0.37
H -7.506 2.162 1.599 0.42
H -4.685 2.930 2.034 -0.28
H -5.318 1.399 -0.541 0.17
H -3.685 1.661 0.027 0.21
H -4.676 2.984 -0.421 0.45
H -5.913 0.997 3.009 0.24
H -5.369 0.045 1.774 0.21
C -0.389 1.870 -2.806 -0.57
O 0.954 2.233 -3.135 -0.23
C 1.582 1.142 -3.784 0.12
C 3.103 1.353 -3.870 1.33
C 3.468 2.507 -4.774 -1.56
N 3.795 0.178 -4.420 -0.47
H -0.970 1.713 -3.717 0.40
H -0.843 2.631 -2.173 0.23
H -0.350 0.960 -2.200 0.13
H 1.404 0.182 -3.294 -0.61
H 1.175 0.976 -4.792 0.27
H 3.431 1.479 -2.839 -0.56
H 2.895 3.434 -4.817 0.29
H 3.770 2.323 -5.811 0.39
H 4.467 2.852 -4.467 0.44
H 3.187 -0.633 -4.394 0.04
H 4.092 0.427 -5.349 0.21
C -2.627 -4.333 -2.527 -0.49
O -3.835 -3.832 -1.991 -0.43
C -3.533 -2.784 -1.059 0.29
C -4.751 -2.418 -0.190 0.07
C -5.930 -1.891 -1.003 -1.49
N -4.359 -1.355 0.751 -0.22
H -1.830 -4.557 -1.808 0.06
H -2.138 -3.567 -3.141 0.25
H -2.892 -5.211 -3.111 0.42
H -2.706 -3.085 -0.409 -0.22
H -3.176 -1.882 -1.566 0.20
H -5.134 -3.310 0.312 0.43
H -6.812 -1.724 -0.386 0.36
H -6.224 -2.576 -1.799 0.41
H -5.567 -0.951 -1.426 0.23
H -3.969 -1.752 1.604 0.30
H -3.528 -0.893 0.381 -0.23
C -3.171 2.042 4.761 -0.45
O -2.297 1.090 5.354 -0.39
C -2.871 -0.140 5.752 -0.29
C -1.739 -1.007 6.362 0.48
C -1.270 -2.023 5.307 -1.37
N -2.118 -1.792 7.546 -0.77
H -3.678 1.614 3.889 -0.03
H -2.698 2.989 4.521 0.27
H -3.975 2.195 5.489 0.42
H -3.592 0.030 6.559 0.37
H -3.332 -0.539 4.843 0.06
H -0.892 -0.379 6.633 0.23
H -0.500 -2.744 5.583 0.45
H -0.807 -1.475 4.482 0.06
H -2.145 -2.585 4.972 0.43
H -2.835 -1.377 8.137 0.25
H -2.626 -2.631 7.274 0.26
C -0.829 3.891 1.375 0.04
O 0.158 4.888 1.527 -0.21
C -0.081 6.201 1.053 -1.04
C 0.127 6.345 -0.446 0.92
C 1.447 5.834 -1.043 -1.04
N -0.034 7.735 -0.957 -0.76
H -0.607 3.005 1.966 -0.38
H -0.743 3.635 0.312 0.06
H -1.855 4.230 1.548 0.47
H -1.063 6.589 1.348 0.30
H 0.592 6.796 1.674 0.33
H -0.673 5.775 -0.935 0.07
H 2.319 6.342 -0.629 0.35
H 1.443 5.886 -2.130 0.48
H 1.563 4.787 -0.755 -0.07
H 0.358 7.661 -1.887 0.27
H -0.974 8.075 -1.123 0.26
N -0.802 -3.733 2.013 -0.18
C -0.329 -4.335 0.898 0.47
N -0.453 -5.694 0.940 -0.50
O 0.346 -3.717 0.064 -0.47
H -1.131 -4.357 2.719 0.14
H -0.706 -2.718 2.051 -0.01
H -0.971 -6.100 1.693 0.15
H -0.471 -6.160 0.046 0.26
N 0.049 -1.022 1.522 0.18
C -1.094 -0.451 1.091 0.11
N -1.750 0.226 2.089 1.07
O -1.451 -0.504 -0.084 -0.61
H 0.613 -1.476 0.817 -0.24
H 0.414 -0.770 2.431 -0.01
H -1.256 0.338 2.959 -0.06
H -2.510 0.843 1.855 -0.44
```

Output
* E_LUMO: 0.0119 Eh
* total energy: -75167.0388 eV
* total charge: 0
* energy above the lowest of the compared OMol25 structures with the same formula, charge and spin: 2.432 eV
* HOMO: -0.3231 Ha
* SMILES: COC[C@H](C)N.COC[C@H](C)N.COC[C@H](C)N.COC[C@H](C)N.COC[C@H](C)N.COC[C@H](C)N.COC[C@H](C)N.COC[C@H](C)N.NC(N)=O.NC(N)=O
* Kohn-Sham gap: 9.115 eV


# 3
Here is a 11-piece molecular cluster, C34H96N6O11 overall in a non-equilibrium geometry from the OMol25 dataset. Energies are from ωB97M-V/def2-TZVPD.

The geometry in XYZ format:
```
147
Properties=species:S:1:pos:R:3:mulliken_charge:R:1
C 0.048 -4.243 -4.539 -0.74
O 0.068 -4.946 -3.294 -0.26
C -0.538 -6.234 -3.446 -0.68
C -0.843 -6.834 -2.017 0.30
C 0.465 -7.240 -1.330 -1.34
N -1.666 -8.003 -2.020 -0.74
H 0.621 -4.818 -5.267 0.29
H 0.347 -3.200 -4.433 0.26
H -1.001 -4.162 -4.825 0.30
H -1.405 -6.236 -4.106 0.45
H 0.220 -6.910 -3.842 0.28
H -1.444 -6.147 -1.422 0.23
H 0.961 -8.009 -1.922 0.35
H 0.393 -7.595 -0.302 0.40
H 1.174 -6.412 -1.289 0.32
H -1.520 -8.526 -1.168 0.28
H -1.182 -8.527 -2.735 0.31
C 1.427 -7.412 5.762 -0.78
O 1.094 -8.796 5.914 -0.30
C 1.544 -9.307 7.146 -0.76
C 1.095 -10.866 7.302 0.48
C -0.393 -11.168 7.299 -1.38
N 1.639 -11.211 8.592 -0.68
H 0.884 -6.830 5.017 0.28
H 2.486 -7.237 5.569 0.30
H 1.168 -6.861 6.666 0.31
H 2.621 -9.178 7.262 0.44
H 1.156 -8.697 7.962 0.35
H 1.592 -11.524 6.589 0.19
H -0.812 -10.701 6.407 0.32
H -0.786 -10.819 8.254 0.35
H -0.677 -12.220 7.327 0.36
H 1.636 -10.418 9.217 0.25
H 1.073 -11.919 9.037 0.24
C 3.374 1.618 11.948 -0.73
O 2.395 1.297 10.990 -0.28
C 2.978 0.904 9.765 -0.75
C 1.793 0.535 8.846 0.49
C 0.785 -0.509 9.378 -1.26
N 2.233 0.031 7.517 -0.78
H 2.982 1.806 12.948 0.26
H 3.967 2.507 11.732 0.29
H 4.079 0.788 11.983 0.31
H 3.655 1.683 9.415 0.37
H 3.574 0.011 9.956 0.35
H 1.284 1.457 8.565 0.27
H 0.168 -0.112 10.184 0.30
H 1.324 -1.312 9.880 0.29
H 0.192 -0.868 8.538 0.39
H 2.456 0.873 7.007 0.27
H 1.438 -0.316 6.999 0.24
C -4.588 5.339 -10.940 -0.71
O -3.421 4.787 -10.334 -0.39
C -3.558 4.417 -8.937 -0.68
C -3.849 2.924 -8.875 0.54
C -3.919 2.344 -7.500 -1.46
N -2.782 2.220 -9.604 -0.76
H -5.425 4.657 -10.796 0.29
H -4.542 5.552 -12.008 0.28
H -4.922 6.294 -10.535 0.29
H -2.646 4.629 -8.380 0.30
H -4.265 5.088 -8.449 0.39
H -4.793 2.659 -9.353 0.23
H -2.940 2.340 -7.020 0.32
H -4.178 1.287 -7.550 0.36
H -4.645 2.902 -6.908 0.36
H -1.947 2.349 -9.050 0.28
H -2.639 2.818 -10.405 0.34
C 0.433 10.894 -2.285 -0.79
O 0.774 9.547 -2.474 -0.25
C 1.695 9.217 -3.569 -0.65
C 1.643 7.735 -3.904 0.51
C 1.982 6.913 -2.690 -1.44
N 2.565 7.339 -5.001 -0.76
H 1.220 11.648 -2.287 0.31
H -0.181 10.880 -1.384 0.23
H -0.093 11.340 -3.129 0.32
H 1.338 9.710 -4.474 0.33
H 2.709 9.502 -3.289 0.31
H 0.633 7.507 -4.245 0.28
H 2.269 5.893 -2.946 0.43
H 1.137 6.826 -2.008 0.33
H 2.785 7.339 -2.089 0.32
H 2.489 8.027 -5.737 0.26
H 3.499 7.526 -4.664 0.27
C 6.164 -0.792 -3.098 -0.76
O 7.511 -0.743 -3.491 -0.29
C 7.928 -1.613 -4.538 -0.67
C 9.407 -1.178 -4.811 0.26
C 10.118 -2.115 -5.771 -1.33
N 10.191 -1.266 -3.609 -0.72
H 5.412 -0.918 -3.877 0.30
H 6.024 0.143 -2.555 0.25
H 5.934 -1.603 -2.407 0.29
H 7.857 -2.663 -4.254 0.31
H 7.341 -1.398 -5.430 0.38
H 9.345 -0.160 -5.194 0.34
H 11.076 -1.694 -6.076 0.34
H 9.373 -2.198 -6.563 0.34
H 10.226 -3.142 -5.422 0.36
H 10.198 -2.247 -3.370 0.28
H 9.640 -0.773 -2.921 0.33
C 3.320 5.272 4.235 -1.16
C 2.003 4.677 3.755 -0.08
O 2.281 3.514 3.043 -0.52
H 3.848 4.667 4.973 0.29
H 3.256 6.189 4.820 0.38
H 3.962 5.630 3.431 0.30
H 1.452 5.357 3.106 0.25
H 1.434 4.501 4.668 0.24
H 1.459 3.023 2.970 0.30
C -1.058 0.189 -0.489 -0.97
C -0.855 -0.913 0.546 -0.20
O -1.057 -0.254 1.774 -0.50
H -1.073 -0.201 -1.507 0.31
H -0.225 0.890 -0.460 0.25
H -1.991 0.754 -0.471 0.31
H 0.129 -1.342 0.359 0.28
H -1.633 -1.661 0.392 0.22
H -2.001 -0.131 1.898 0.29
C -5.255 6.230 0.505 -1.06
C -3.943 6.563 -0.233 -0.11
O -3.274 7.575 0.597 -0.52
H -5.048 5.641 1.399 0.27
H -5.852 5.535 -0.084 0.34
H -5.759 7.116 0.891 0.30
H -4.220 6.973 -1.204 0.27
H -3.349 5.666 -0.406 0.24
H -2.741 8.117 0.011 0.28
C -8.543 0.711 3.276 -0.90
C -7.162 0.744 3.953 -0.32
O -6.280 0.037 3.099 -0.47
H -8.975 -0.274 3.103 0.30
H -8.570 1.240 2.324 0.25
H -9.183 1.281 3.949 0.32
H -7.244 0.301 4.945 0.25
H -6.861 1.770 4.166 0.29
H -6.417 -0.884 3.334 0.29
C -6.917 -2.109 -2.472 -1.08
C -6.305 -3.505 -2.665 -0.10
O -7.373 -4.378 -2.966 -0.52
H -7.443 -1.737 -3.351 0.30
H -6.107 -1.439 -2.185 0.33
H -7.654 -2.104 -1.670 0.29
H -5.739 -3.824 -1.789 0.29
H -5.622 -3.384 -3.506 0.21
H -7.123 -5.301 -2.875 0.30
```

Output
* E_LUMO: 0.0071 Eh
* total energy: -68269.2833 eV
* total charge: 0
* energy above the lowest of the compared OMol25 structures with the same formula, charge and spin: 5.157 eV
* HOMO: -0.3349 Ha
* SMILES: COC[C@H](C)N.COC[C@H](C)N.COC[C@H](C)N.COC[C@H](C)N.COC[C@H](C)N.COC[C@H](C)N.CCO.CCO.CCO.CCO.CCO
* Kohn-Sham gap: 9.307 eV